The following is a quantum chemistry calculation of a cluster of 2 separate species, C3H7N3 in total at a distorted geometry, from the OMol25 dataset.

## Properties
HOMO-LUMO gap: 10.96 eV
net charge: +2
HOMO energy: -21.19 eV
LUMO energy: -10.237 eV
E_tot: -7673.4059 eV
largest force on an atom: 0.1332 Eh/bohr

Atoms and positions in Å:
C -0.08403 0.17825 0.18069
C 0.53490 -0.22663 2.61624
C 0.23239 -0.00040 -2.74983
N 0.24714 -0.20000 1.28960
N -0.73847 -0.14937 -3.51681
N -0.00985 0.51018 3.61189
H 0.16049 -0.02282 -1.80412
H 1.33306 -0.98506 2.91700
H 1.05566 0.54283 -2.95554
H -1.53405 -0.59141 -3.04068
H -0.58981 -0.22586 -4.57005
H 0.30522 0.33011 4.54940
H -0.91267 0.84018 3.47220

Forces on the atoms, in the same order (eV/Å):
1.0 -1.2 4.0
0.7 0.0 2.8
-0.1 1.6 -4.3
-1.6 1.9 -1.7
-0.6 -2.3 -1.8
2.5 -3.5 -3.7
-1.4 -1.3 6.6
-0.8 1.3 -0.4
3.3 1.0 -2.1
-0.3 0.2 -1.1
-0.8 0.6 1.6
0.2 0.0 0.5
-2.0 1.6 -0.2